# C6H17NO2

2 unconnected molecules or ions with the total composition C6H17NO2 at a distorted geometry (ωB97M-V with the def2-TZVPD basis set, OMol25).

Geometry as XYZ:
```
26
Properties=species:S:1:pos:R:3:forces:R:3
C -0.409 1.517 -0.397 0.0 1.0 -1.1
C -1.534 0.497 -0.174 0.1 0.8 0.0
C -1.811 -0.420 -1.379 1.0 -0.5 -0.2
O -2.750 1.221 -0.029 -1.4 -0.8 -0.1
C 0.964 1.065 -0.925 -0.4 -1.0 1.0
N 1.973 0.842 0.142 -0.7 -0.2 -0.3
C 1.921 -0.516 0.709 0.5 -0.3 1.0
C 3.348 -1.018 1.042 0.4 0.4 -0.7
H -0.793 2.153 -1.196 -0.3 0.1 -0.3
H -0.329 2.249 0.425 0.1 -0.5 0.2
H -1.386 -0.039 0.776 0.2 -0.2 -0.3
H -1.961 -1.462 -1.098 -0.3 0.2 0.2
H -0.974 -0.463 -2.094 -0.2 0.3 0.2
H -2.683 -0.058 -1.919 0.0 0.0 0.1
H -2.759 2.123 0.265 0.9 0.5 0.4
H 1.348 1.724 -1.696 0.1 0.3 0.1
H 0.732 0.120 -1.424 0.6 0.0 -0.1
H 1.661 1.441 0.896 0.5 0.3 0.0
H 1.310 -0.539 1.628 -0.2 -0.1 -0.4
H 1.512 -1.178 -0.059 -0.2 -0.1 0.4
H 4.006 -0.214 1.381 -0.2 0.4 -0.5
H 3.589 -1.768 1.797 -1.1 -0.5 -0.1
H 3.657 -1.376 0.061 0.9 0.0 0.2
H -3.632 -1.777 1.059 -0.3 0.2 0.0
H -2.149 -1.826 1.332 0.0 -0.1 0.0
O -2.852 -2.301 0.877 0.2 -0.3 0.2
```
Forces are in eV/Å.

Values from the calculation:
LUMO energy (Ha): 0.0250
Energy above the lowest of the compared OMol25 structures with the same formula, charge and spin (kcal per mole): 34.8
Calculated total energy (eV): -12081.46007


# C6H9I

2 unconnected molecules or ions with the total composition C6H9I at a distorted geometry (ωB97M-V with the def2-TZVPD basis set, OMol25).

Geometry as XYZ:
```
16
Properties=species:S:1:pos:R:3:forces:R:3
C 0.340 -1.676 -0.449 0.1 -1.5 -0.8
C -0.299 -1.239 0.640 -1.3 0.5 -0.1
C 0.519 -0.295 -1.031 -3.2 -0.9 -2.0
C -0.273 0.190 0.180 0.5 -1.8 -0.9
C 1.873 0.182 -1.008 3.1 1.6 -0.3
C -0.605 1.410 0.494 0.5 0.4 1.5
I -3.595 0.183 2.662 -1.4 -1.9 3.0
H 0.585 -2.692 -0.899 -0.3 1.5 0.9
H -0.957 -1.720 1.346 0.4 -0.1 0.5
H -0.109 -0.164 -2.032 1.5 -0.2 1.8
H 1.878 1.268 -1.323 0.5 -1.2 -0.2
H 2.586 -0.511 -1.595 -0.9 1.5 0.8
H 2.200 0.256 0.067 0.0 -0.5 -1.0
H -3.068 0.916 1.499 1.3 1.8 -3.0
H -0.305 2.248 -0.073 0.2 0.6 -1.0
H -0.770 1.643 1.519 -1.0 0.1 0.7
```
Forces are in eV/Å.

Values from the calculation:
LUMO energy (Ha): 0.0293
Energy above the lowest of the compared OMol25 structures with the same formula, charge and spin (kcal per mole): 42.3
Calculated total energy (eV): -14465.19757


# C3H10NO

A gas-phase ion, C3H10NO (charge +1) at a distorted geometry (ωB97M-V with the def2-TZVPD basis set, OMol25).

Geometry as XYZ:
```
15
Properties=species:S:1:pos:R:3:forces:R:3
O -0.137 0.988 -1.936 0.8 2.7 -2.1
C -1.148 0.853 -0.942 -1.8 2.0 -2.4
C -0.650 0.074 0.252 1.1 2.0 -0.5
N 0.559 -0.898 0.049 -1.5 2.1 -1.5
C 1.191 -0.868 1.313 1.8 -2.0 3.8
H -0.108 1.958 -2.473 -0.5 -4.1 2.5
H -1.477 1.953 -0.788 0.3 -2.0 1.1
H -2.102 0.363 -1.293 1.1 0.3 -0.4
H -1.505 -0.449 0.613 -0.1 -0.5 1.1
H -0.216 0.896 0.877 -0.5 -1.4 0.2
H 1.175 -0.353 -0.601 -0.7 -1.2 -0.3
H 0.353 -1.874 -0.239 -0.1 1.0 -0.3
H 1.914 -0.081 1.416 0.4 0.3 -0.3
H 1.639 -1.840 1.612 0.2 0.6 -0.8
H 0.510 -0.720 2.140 -0.6 0.1 -0.1
```
Forces are in eV/Å.

Values from the calculation:
Total charge: +1
LUMO energy (Ha): -0.1280
Energy above the lowest of the compared OMol25 structures with the same formula, charge and spin (kcal per mole): 46.6
Calculated total energy (eV): -6802.29125


# C50H53Cl3LuN8SSb

A molecular structure, C50H53Cl3LuN8SSb at a distorted geometry (ωB97M-V with the def2-TZVPD basis set, OMol25).

Geometry as XYZ:
```
117
Properties=species:S:1:pos:R:3:forces:R:3
Lu 1.921 -0.813 -0.534 0.0 0.1 0.0
C 0.036 -2.578 1.644 -2.0 -0.1 -1.3
C 1.282 -2.288 2.375 1.4 -2.1 -1.8
N 2.379 -2.411 1.334 0.4 1.0 0.6
C 2.829 -3.751 0.915 -1.4 0.6 -0.2
C 2.062 -4.234 -0.299 -0.3 -0.6 -0.4
S 0.468 -3.172 -2.289 1.2 0.1 -0.4
C -0.902 -3.523 -1.204 -0.6 1.5 0.1
C -1.364 -2.323 -0.350 1.7 -0.7 1.7
N -0.165 -1.712 0.391 -1.4 -0.3 1.5
H -0.916 -2.495 2.197 0.6 0.1 0.4
H 0.054 -3.622 1.327 0.0 0.1 0.0
H 1.403 -3.069 3.136 0.1 0.6 0.3
H 1.388 -1.294 2.659 -0.1 1.5 1.3
H 3.213 -1.976 1.728 -0.1 0.1 0.2
H 2.753 -4.444 1.734 0.0 -0.5 0.3
H 3.839 -3.612 0.633 1.1 -0.2 -0.1
H 1.003 -4.470 -0.089 0.8 0.2 0.1
H 2.502 -5.191 -0.623 -0.1 0.4 -0.2
H -0.855 -4.496 -0.775 0.2 -0.6 0.8
H -1.716 -3.612 -1.912 -0.1 -0.3 -0.7
H -2.184 -2.577 0.360 0.6 -0.1 -0.3
H -1.739 -1.550 -0.953 -0.5 0.6 -1.0
H -0.551 -0.843 0.833 0.1 -0.5 -0.7
C 4.338 -4.187 -2.047 0.6 1.6 0.1
C 3.163 -3.370 -2.458 -1.0 1.0 1.4
N 2.084 -3.186 -1.366 -0.9 0.0 0.4
C 4.615 -1.399 -0.881 -1.9 2.6 -1.4
C 5.509 -2.409 -0.673 0.1 -2.2 -0.2
C 5.400 -3.719 -1.362 -0.2 0.3 -0.4
C 6.414 -2.306 0.364 -0.4 -1.8 -1.5
C 6.384 -1.279 1.236 -0.9 1.9 0.2
C 5.450 -0.269 1.109 -0.5 0.7 -0.8
C 4.551 -0.283 -0.019 1.7 0.1 2.5
N 3.585 0.635 -0.159 -1.4 -0.1 -0.9
C 3.508 1.803 0.595 0.2 0.2 0.7
C 4.464 2.803 0.610 0.5 -1.9 -0.7
C 4.363 3.939 1.368 -2.2 1.1 1.5
C 3.214 4.173 2.114 -0.1 -0.8 0.2
C 2.253 3.115 2.202 -0.8 1.7 0.8
C 1.095 3.210 3.056 1.0 0.8 0.4
C 0.264 2.145 3.212 1.5 0.6 -1.1
C 0.468 1.036 2.386 -0.6 -0.6 0.0
N 1.437 0.947 1.502 0.3 -0.7 -0.3
C 2.403 1.950 1.470 -0.7 -0.8 -1.0
H 4.352 -5.114 -2.537 0.4 -1.3 -0.3
H 2.610 -3.815 -3.241 -0.1 -0.9 -1.1
H 6.262 -4.368 -1.260 -0.1 -0.1 0.1
H 7.048 -3.157 0.413 0.9 -0.3 0.6
H 7.089 -1.209 1.996 1.2 0.0 1.4
H 5.424 0.653 1.732 0.2 -1.1 -0.3
H 5.373 2.564 0.086 0.2 0.3 -0.4
H 5.113 4.674 1.446 1.0 0.6 -0.4
H 3.035 5.074 2.724 0.3 -0.5 -0.5
H 0.963 4.124 3.671 0.1 -0.7 -0.5
H -0.471 2.163 3.938 -1.6 -0.1 1.2
H -0.294 0.230 2.512 0.9 0.4 -0.5
C -0.784 0.801 -1.648 0.6 1.5 -1.3
C -1.404 2.009 -2.429 -0.9 0.3 0.9
N -0.573 2.524 -3.476 1.0 -0.6 -1.7
C -0.257 1.379 -4.358 1.3 0.4 0.3
C 0.542 0.333 -3.501 1.2 -0.5 -1.5
N 0.654 0.703 -2.089 0.0 -0.3 0.0
C 1.352 2.063 -2.025 -0.2 -0.3 1.7
C 0.712 3.058 -3.018 -1.4 0.1 2.6
H -1.359 -0.107 -1.829 0.6 0.0 -0.1
H -0.779 1.093 -0.629 -0.2 -0.1 1.3
H -2.411 1.768 -2.844 0.7 0.1 0.3
H -1.519 2.786 -1.675 -0.4 0.3 -0.2
H 0.439 1.691 -5.198 -1.3 -0.2 0.8
H -1.192 0.971 -4.711 -0.1 -0.1 -0.4
H 1.565 0.272 -3.933 -0.7 0.0 0.5
H 0.129 -0.670 -3.563 -0.2 0.0 0.0
H 2.433 1.968 -2.192 -0.3 -0.5 -0.2
H 1.291 2.320 -0.923 -0.2 0.3 -1.2
H 1.374 3.278 -3.796 0.7 0.0 -1.6
H 0.546 4.028 -2.529 -0.1 -0.3 0.1
Cl 3.908 0.038 -4.681 -0.6 0.0 -0.3
C 3.532 -1.682 -4.423 -0.2 0.6 -0.3
Cl 4.921 -2.532 -5.073 0.2 -0.7 0.0
Cl 2.055 -2.248 -5.358 0.9 0.6 0.9
C 3.531 -1.964 -2.897 -0.4 -1.6 -1.7
N 4.020 -1.086 -2.156 0.5 0.3 1.5
C -5.537 1.525 5.711 -0.4 0.3 -0.7
C -5.767 2.368 4.623 1.3 -1.3 -0.5
C -5.088 2.074 3.400 -2.4 1.8 1.8
C -4.305 0.983 3.277 1.3 -0.8 -1.2
C -4.146 0.105 4.337 0.5 -1.1 1.0
C -4.779 0.347 5.550 -0.6 2.4 -1.0
Sb -3.243 0.615 1.420 -0.2 -0.1 0.8
C -4.756 -0.488 0.433 1.0 0.1 -1.1
C -4.594 -0.657 -0.939 -0.3 0.1 -0.4
C -5.459 -1.445 -1.696 0.5 0.2 0.8
C -6.428 -2.163 -0.994 0.3 0.5 -0.9
C -6.602 -1.993 0.377 -0.8 -1.6 -1.6
C -5.746 -1.194 1.061 0.3 0.6 1.9
C -3.466 2.502 0.464 -0.6 0.6 -0.7
C -4.362 2.693 -0.609 -0.7 0.2 -0.5
C -4.466 3.935 -1.286 1.3 -1.0 2.0
C -3.572 4.916 -0.906 -0.1 0.4 -0.3
C -2.746 4.777 0.196 0.8 1.0 0.4
C -2.695 3.605 0.904 0.1 -1.8 0.1
H -5.984 1.809 6.663 0.1 -0.4 -0.1
H -6.442 3.206 4.672 0.1 0.2 0.1
H -5.345 2.785 2.642 0.4 0.0 -0.9
H -3.488 -0.783 4.268 -0.5 0.5 -0.1
H -4.714 -0.196 6.430 0.6 -1.6 1.1
H -3.791 -0.156 -1.454 0.2 0.3 -0.2
H -5.303 -1.459 -2.775 -0.3 -0.4 0.3
H -7.009 -2.854 -1.572 -0.6 -0.2 0.1
H -7.396 -2.609 0.792 0.3 0.4 0.5
H -5.761 -1.117 2.141 -0.5 0.0 0.1
H -5.045 1.908 -0.993 0.6 0.3 0.7
H -5.250 4.165 -1.953 -0.5 -0.2 -1.0
H -3.502 5.816 -1.484 -0.2 0.5 0.0
H -2.147 5.641 0.534 -0.2 -0.5 -0.3
H -1.996 3.429 1.742 -0.5 0.5 -0.4
```
Forces are in eV/Å.

Values from the calculation:
Total charge: +2
LUMO energy (Ha): -0.1928
Energy above the lowest of the compared OMol25 structures with the same formula, charge and spin (kcal per mole): 39.8
Calculated total energy (eV): -153177.91045


# C4H13NOS2

2 unconnected molecules or ions with the total composition C4H13NOS2 at a distorted geometry (ωB97M-V with the def2-TZVPD basis set, OMol25).

Geometry as XYZ:
```
21
Properties=species:S:1:pos:R:3:forces:R:3
S 2.170 -0.865 0.582 0.3 -0.6 0.0
S 0.473 -1.842 0.974 0.2 0.2 -0.1
C -0.766 -0.570 1.214 -0.2 0.2 0.6
C -1.225 0.217 -0.037 -0.8 -1.5 0.1
N -0.214 1.117 -0.490 -0.1 0.6 -0.7
C -0.321 2.584 -0.261 0.5 -0.6 2.0
C -1.718 3.157 -0.055 0.4 0.1 -1.2
H 1.665 0.272 0.039 -0.7 0.3 0.2
H -0.332 0.096 1.951 0.2 0.4 0.0
H -1.572 -1.043 1.795 0.0 -0.3 -0.6
H -2.266 0.474 0.215 0.6 1.3 0.1
H -1.492 -0.451 -0.856 0.6 -0.4 0.1
H 0.079 0.883 -1.426 -0.4 0.1 -0.3
H 0.230 2.709 0.675 0.0 0.4 0.1
H 0.275 3.118 -0.994 -0.2 -0.1 -0.3
H -2.386 2.515 0.507 0.1 0.0 0.3
H -2.138 3.284 -1.051 -0.4 0.2 0.0
H -1.646 4.134 0.423 -0.1 -0.1 0.0
H -0.540 -1.794 -2.237 0.2 -0.2 -0.3
H -1.712 -1.175 -2.944 0.0 0.0 -0.4
O -0.750 -1.236 -2.996 -0.1 0.1 0.5
```
Forces are in eV/Å.

Values from the calculation:
Total charge: +1
⟨S²⟩: 0.755
LUMO energy (spin up / spin down) (Ha): -0.1493 / -0.2828
2S+1: 2
Energy above the lowest of the compared OMol25 structures with the same formula, charge and spin (kcal per mole): 7.9
Calculated total energy (eV): -29558.18643


# FFe2H6O3

A molecular structure, FFe2H6O3 at a distorted geometry (ωB97M-V with the def2-TZVPD basis set, OMol25).

Geometry as XYZ:
```
12
Properties=species:S:1:pos:R:3:forces:R:3
Fe 1.217 1.542 1.879 0.1 -0.3 -1.8
Fe -2.317 -0.007 1.017 1.0 -1.4 -0.1
F -0.298 0.342 1.172 -0.6 1.0 0.9
O 1.768 1.950 -0.116 0.0 0.0 0.6
H 2.249 1.338 -0.721 -0.2 0.1 0.3
H 1.630 2.778 -0.621 0.1 -0.1 0.3
O 0.663 -0.547 -1.524 -0.2 0.3 0.2
H 0.445 -0.443 -0.592 0.0 -0.1 -0.2
H 0.050 0.027 -2.009 0.2 -0.2 -0.2
O -2.010 -2.035 0.668 0.1 0.8 -0.4
H -1.289 -2.550 1.090 -0.4 0.0 0.0
H -2.107 -2.396 -0.243 -0.1 -0.1 0.4
```
Forces are in eV/Å.

Values from the calculation:
Total charge: +3
⟨S²⟩: 20.008
LUMO energy (spin up / spin down) (Ha): -0.5458 / -0.5705
2S+1: 9
Energy above the lowest of the compared OMol25 structures with the same formula, charge and spin (kcal per mole): 62.5
Calculated total energy (eV): -77696.94533